Record 1
A cluster of 12 separate species, F6H22O11P in total, computed with the ωB97M-V functional and the def2-TZVPD basis.

Results
Energy   -48483.040 eV
Molecular weight   343.13 g mol⁻¹
HOMO   -8.02 eV
Energy relative to the best compared isomer or geometry (same formula, charge and spin)   27.2 kcal per mole
Kohn-Sham gap   10.5 eV
Net charge   -1

```
40
Properties=species:S:1:pos:R:3:forces:R:3:lowdin_charge:R:1
P 0.048019 -0.075518 -0.287668 0.901 0.961 -0.763 0.202
F 1.075147 0.362658 -1.478076 0.000 -0.478 0.382 -0.145
F 0.407696 -1.636653 -0.460075 -0.814 -0.203 -0.391 -0.144
F 1.290141 -0.059738 0.749272 -0.349 0.253 0.681 -0.152
F -1.043982 -0.338613 0.876032 0.321 -0.998 -0.214 -0.134
F -0.252416 1.490226 -0.015434 0.248 0.508 -0.285 -0.156
F -1.094776 -0.097212 -1.439802 -0.343 -0.631 0.459 -0.147
O -2.372770 2.544070 -2.025867 -0.010 -0.046 -0.003 -0.049
H -3.270075 2.254472 -1.833926 -0.011 -0.095 -0.039 0.053
H -1.814299 1.854421 -1.639975 0.039 -0.048 -0.075 0.014
O -2.275735 4.560506 -0.061845 0.002 0.095 -0.032 -0.075
H -3.009867 4.191705 0.435026 -0.022 0.002 -0.004 0.018
H -2.141597 3.938063 -0.799600 -0.083 0.065 0.130 -0.012
O -0.997643 -3.559551 -1.753097 -0.112 -0.038 0.091 -0.057
H -0.578254 -3.388657 -2.600698 0.073 0.013 0.013 0.043
H -0.839710 -2.754083 -1.240156 -0.050 -0.130 -0.211 -0.005
O -0.776670 2.551119 2.514228 0.076 -0.113 0.317 -0.059
H -1.655382 2.714518 2.163045 0.038 0.018 -0.093 0.020
H -0.439870 1.826242 1.974137 -0.136 0.220 0.084 -0.012
O -2.592560 -0.735370 3.312305 -0.143 -0.152 0.076 -0.062
H -2.290378 -0.998469 2.436578 0.042 0.124 -0.044 0.004
H -1.897911 -1.031406 3.906101 0.038 0.051 0.009 0.027
O 1.307611 -4.878322 0.068029 0.091 0.037 0.098 -0.062
H 1.828681 -4.501519 0.782773 -0.010 0.020 0.022 0.024
H 0.729729 -4.160926 -0.219547 -0.105 -0.110 -0.181 -0.007
O 2.426110 -1.660839 3.424560 -0.070 -0.086 0.018 -0.061
H 2.623744 -0.926372 4.012459 0.008 0.047 -0.029 0.034
H 1.645857 -1.375693 2.936227 0.051 0.081 -0.105 0.015
O -3.953357 -0.990382 -2.263060 -0.115 0.081 -0.046 -0.059
H -3.081339 -1.018974 -2.670128 0.095 -0.002 0.134 0.019
H -4.522785 -0.592510 -2.927264 0.003 -0.018 -0.040 0.027
O 4.439814 -1.565963 -0.473854 0.020 -0.014 0.013 -0.054
H 4.921213 -2.370473 -0.263397 -0.016 -0.028 0.012 0.027
H 3.616689 -1.636326 0.021506 -0.058 0.089 -0.022 0.018
O 2.391826 2.398637 0.951473 -0.048 0.234 0.100 -0.060
H 1.537818 2.016152 0.707462 0.369 0.308 0.058 -0.021
H 2.918991 1.642296 1.218569 0.000 -0.063 -0.108 0.021
O 2.886741 2.191695 -2.805110 0.133 0.072 -0.331 -0.067
H 2.787012 1.255748 -2.608164 -0.043 0.006 0.164 0.010
H 2.018538 2.561051 -2.623045 -0.012 -0.031 0.154 0.024
```
Forces are in eV/Å.

=====

Record 2
A structure of composition C25H36CoNO2, computed with the ωB97M-V functional and the def2-TZVPD basis.

Results
Multiplicity   5
Energy   -69716.318 eV
Molecular weight   441.50 g mol⁻¹
HOMO (alpha / beta)   -6.46 / -7.50 eV
Energy relative to the best compared isomer or geometry (same formula, charge and spin)   0.0 kcal per mole
Kohn-Sham gap (alpha / beta)   7.2 / 5.5 eV

```
65
Properties=species:S:1:pos:R:3:forces:R:3:lowdin_spin:R:1
O 0.099067 -0.159468 -5.101406 0.007 0.507 -1.440 0.000
C -0.083467 1.155409 -5.694886 0.114 0.472 0.340 0.000
C -0.224849 0.620649 -7.113916 0.077 -0.173 0.446 0.000
H 0.811487 1.776336 -5.547771 -0.364 -0.015 0.180 0.000
H -0.992901 1.654455 -5.325872 0.400 -0.073 0.141 0.000
C -0.064405 -0.759211 -6.423865 0.102 -0.298 -0.450 0.000
H 0.598245 0.912700 -7.769747 -0.224 -0.161 -0.048 0.000
H -1.199505 0.832409 -7.560468 0.233 -0.209 -0.104 0.000
C 1.200734 -1.512275 -6.783378 -0.114 -0.134 0.077 0.000
H 2.077752 -0.860167 -6.689355 -0.197 -0.142 -0.110 0.000
H 1.124418 -1.907931 -7.802006 0.131 0.068 0.108 0.000
H 1.320098 -2.352091 -6.088623 0.056 0.097 -0.134 0.000
C -1.302723 -1.635750 -6.478122 0.137 -0.058 0.094 0.000
H -2.193222 -1.069179 -6.170326 0.228 -0.194 -0.106 0.000
H -1.165922 -2.492352 -5.804428 -0.149 0.157 -0.136 0.000
H -1.437617 -2.011060 -7.501524 -0.069 0.074 0.234 0.000
Co -0.355921 -0.623112 3.050809 1.851 -0.585 -0.826 2.416
C -2.304292 -0.553784 3.767214 -1.460 0.568 -0.853 0.001
C -2.383421 0.877272 3.869917 -0.299 -1.009 -0.419 0.126
C -2.282875 1.425442 2.569662 -0.129 -0.220 -0.138 0.074
H -2.564823 1.432942 4.790409 0.285 -0.123 -0.284 0.007
C -2.169044 0.377189 1.624065 -0.098 -0.472 0.909 0.089
C -2.177978 -0.876306 2.342624 -2.048 0.976 0.355 -0.004
H -2.335125 -1.865384 1.919993 0.150 0.316 0.050 0.002
H -2.530448 -1.282157 4.545090 0.102 0.267 -0.213 -0.001
H -2.344081 2.486517 2.330826 0.181 -0.290 0.068 0.002
H -2.135823 0.471040 0.541683 0.113 0.038 0.283 0.005
C 1.144818 -2.292695 4.035412 -0.303 -0.297 -0.695 0.038
C 0.048461 -2.695967 3.193037 1.194 -0.478 -0.252 0.019
C 0.410256 -2.349131 1.829730 0.341 -0.383 0.836 0.037
H -0.783979 -3.329677 3.497954 0.162 0.350 -0.107 0.001
C 1.703145 -1.756271 1.859538 -0.328 -0.164 0.572 0.050
C 2.145809 -1.718116 3.206629 -0.177 -0.572 -0.143 0.086
H 3.122074 -1.375513 3.545925 -0.317 0.102 -0.066 0.004
H 1.210001 -2.478792 5.108757 -0.023 0.172 -0.369 0.001
H -0.133794 -2.640793 0.935796 0.048 0.236 0.239 0.001
H 2.257655 -1.444621 0.979805 -0.146 0.107 0.218 0.002
O 0.729175 0.252713 -0.745596 -0.612 0.930 -0.743 0.001
C -0.149176 -0.635861 -1.468044 0.003 -0.260 0.267 0.000
C -0.906473 0.180427 -2.526006 -0.449 0.176 0.118 0.000
H -0.853704 -1.115044 -0.763195 0.321 0.151 -0.169 0.000
H 0.473191 -1.422766 -1.921960 -0.132 0.251 0.156 0.000
C -0.216195 1.567321 -2.513165 0.368 -0.836 0.123 0.000
H -1.968251 0.291484 -2.253508 0.303 -0.019 0.075 0.000
H -0.853574 -0.311949 -3.500112 -0.153 0.299 0.517 0.000
C 0.307937 1.604543 -1.081372 -0.127 -0.140 0.511 0.000
H -0.892567 2.391855 -2.735367 -0.014 -0.014 0.042 0.000
H 0.609034 1.580979 -3.235478 -0.092 0.029 0.229 0.000
H -0.530073 1.904230 -0.414696 0.445 -0.103 -0.117 0.000
H 1.154503 2.286578 -0.911767 -0.203 -0.312 -0.071 0.000
C -0.308089 0.076476 6.322157 -0.243 -0.445 0.251 0.048
C 0.519730 0.878851 5.408203 0.184 -0.105 -2.251 0.283
C 1.368683 1.942506 5.780590 1.399 1.407 -0.782 0.137
C 2.004094 2.400517 4.615691 -0.278 0.133 2.214 0.144
C 1.535837 1.605420 3.547329 -1.252 -1.487 0.993 0.285
C 2.032761 1.656525 2.165006 -0.231 0.096 -0.563 0.052
N 0.611742 0.699105 4.041130 1.119 1.539 0.795 0.026
H 0.338481 -0.322737 7.117394 -0.165 0.100 -0.098 0.013
H -0.830217 -0.759222 5.836477 0.342 0.432 0.084 -0.001
H -1.054990 0.723984 6.803716 0.140 -0.126 -0.056 0.017
H 1.485205 2.301731 6.797102 0.075 0.018 -0.226 0.003
H 2.743005 3.186719 4.521141 -0.139 -0.081 0.110 0.003
H 2.038857 2.709245 1.836439 0.073 -0.310 0.025 0.012
H 3.072229 1.288063 2.121026 -0.315 0.093 0.067 0.020
H 1.431013 1.057769 1.467682 0.164 0.126 0.239 0.001
```
Forces are in eV/Å.

=====

Record 3
A structure of composition C4H8FeI3O8S2, computed with the ωB97M-V functional and the def2-TZVPD basis.

Results
Multiplicity   5
Energy   -101020.039 eV
Molecular weight   684.79 g mol⁻¹
HOMO (alpha / beta)   -5.03 / -4.97 eV
Energy relative to the best compared isomer or geometry (same formula, charge and spin)   0.0 kcal per mole
Kohn-Sham gap (alpha / beta)   7.3 / 7.2 eV
Net charge   -1

```
26
Properties=species:S:1:pos:R:3:forces:R:3:lowdin_spin:R:1
Fe 0.534697 -0.388730 0.122360 0.117 0.729 0.078 3.752
I 1.933417 -2.572210 0.333650 -0.162 -0.107 -0.184 0.095
I 1.528107 1.920690 -1.041390 -0.359 -0.588 0.178 0.069
I -1.619533 -0.155860 1.758150 0.350 0.018 -0.178 0.055
C 1.707617 1.587520 4.607450 -0.109 2.079 -1.110 0.000
C 2.716657 2.683630 4.145710 -0.639 0.226 0.578 0.000
O 3.676417 2.072160 3.325590 0.663 -1.941 -0.969 0.001
S 3.336087 0.461470 3.047390 -1.014 1.075 0.804 0.001
O 4.491527 -0.393820 3.154400 -1.559 1.528 0.380 0.000
O 2.496217 0.423630 1.892390 0.564 -0.148 0.867 0.011
O 2.357167 0.370570 4.427040 1.670 -1.243 -0.608 0.000
H 0.825027 1.636750 3.969710 -0.048 -0.162 -0.161 0.000
H 1.376687 1.901040 5.597540 0.331 -1.125 0.431 0.000
H 3.293377 3.166500 4.934590 -0.188 -0.240 0.371 0.000
H 2.137637 3.468230 3.658640 0.263 -0.062 -0.535 0.000
C -3.845913 -1.700220 -4.304430 -0.713 1.335 0.364 0.000
C -2.595343 -2.353910 -4.684610 1.118 -1.681 -1.705 0.000
O -1.490483 -1.598180 -4.225360 0.079 1.602 1.731 0.000
S -2.034643 -0.489030 -3.072680 1.410 -1.801 1.109 0.002
O -2.225263 0.747720 -3.760020 0.081 -0.475 0.648 0.001
O -1.264453 -0.573810 -1.799980 -2.636 -0.116 -3.966 0.014
O -3.460413 -1.304850 -2.991830 0.171 1.633 1.926 0.001
H -4.739983 -2.318630 -4.224980 0.360 -0.242 0.105 0.000
H -4.109183 -0.828380 -4.903330 0.125 0.168 -0.028 0.000
H -2.420053 -2.428080 -5.757860 -0.290 -0.307 -0.035 0.000
H -2.605373 -3.334210 -4.208140 0.413 -0.155 -0.091 0.000
```
Forces are in eV/Å.

=====

Record 4
The molecule C19H26N4O4S, computed with the ωB97M-V functional and the def2-TZVPD basis.

Results
Energy   -45111.198 eV
Molecular weight   406.51 g mol⁻¹
SMILES string   COc1ccc(N2CCOCC2)c2sc(NC(=O)N3CCC(C)(O)CC3)nc12
HOMO   -7.46 eV
Energy relative to the best compared isomer or geometry (same formula, charge and spin)   50.4 kcal per mole
Kohn-Sham gap   8.1 eV

```
54
Properties=species:S:1:pos:R:3:forces:R:3:lowdin_charge:R:1
C -3.811338 -4.272898 0.529761 0.090 -0.508 0.019 -0.094
H -3.413933 -4.434181 -0.475003 -0.040 -0.030 0.115 0.087
H -4.533831 -5.051725 0.771213 0.032 0.032 -0.009 0.090
H -2.984117 -4.298870 1.242765 -0.091 -0.046 -0.079 0.087
O -4.525030 -3.061190 0.611961 -0.136 0.390 0.002 -0.072
C -3.880321 -1.892237 0.361430 -0.109 0.240 -0.007 -0.221
C -4.653476 -0.739418 0.442300 0.091 -0.373 0.008 -0.001
C -4.131303 0.523482 0.224724 0.250 0.151 -0.008 -0.019
C -2.791312 0.713708 -0.103860 -0.217 -0.338 0.051 -0.253
C -2.023165 -0.444354 -0.214840 -0.087 -0.182 0.065 -0.354
C -2.527968 -1.740380 0.023757 -0.147 0.714 -0.025 -0.223
N -1.604541 -2.743251 -0.131743 0.481 -0.776 -0.036 0.105
C -0.456660 -2.301636 -0.480014 -0.331 0.969 0.065 -0.571
N 0.614257 -3.117273 -0.715469 0.319 -0.496 -0.097 0.115
C 1.855463 -2.680762 -1.235045 -0.209 -0.363 -0.076 -0.524
O 2.284320 -3.157739 -2.262382 0.087 -0.162 -0.179 0.087
N 2.499434 -1.743649 -0.505000 0.053 0.308 -0.010 -0.055
C 3.729162 -1.192527 -1.036893 0.136 0.207 -0.406 -0.123
H 3.755221 -1.406153 -2.106459 0.077 -0.012 0.175 0.128
C 3.768147 0.310477 -0.786209 -0.053 -0.091 0.323 -0.092
H 4.695505 0.720745 -1.191385 0.035 0.058 -0.012 0.125
H 2.929034 0.779902 -1.303771 0.004 0.026 -0.040 0.127
C 3.645752 0.654202 0.709197 0.099 -0.395 -0.122 -0.575
C 4.916588 0.288772 1.481011 -0.342 0.124 -0.118 -0.012
H 4.825179 0.631695 2.509145 -0.015 0.003 0.087 0.091
H 5.084668 -0.783326 1.486461 0.103 -0.156 0.009 0.074
H 5.783629 0.770925 1.031908 0.116 0.020 -0.052 0.088
C 2.406753 -0.051785 1.274919 0.270 0.152 -0.130 -0.109
C 2.341528 -1.534392 0.918844 -0.136 0.091 0.455 -0.140
H 1.392503 -1.951876 1.253257 0.147 0.003 0.016 0.116
H 3.147739 -2.072295 1.437677 -0.093 -0.029 0.006 0.132
H 2.386477 0.062922 2.358610 -0.014 0.012 0.069 0.132
H 1.540580 0.466799 0.865795 0.005 -0.047 0.061 0.064
O 3.381238 2.041973 0.858985 -0.069 0.260 0.053 -0.015
H 4.143074 2.538981 0.540675 -0.007 -0.008 0.008 0.100
H 4.590751 -1.683638 -0.568321 -0.030 -0.052 -0.061 0.133
H 0.350170 -4.037925 -1.047692 0.079 0.165 -0.019 0.160
S -0.344792 -0.547166 -0.691450 -0.386 -0.344 -0.044 1.143
N -2.224366 1.959059 -0.389225 0.125 0.183 -0.214 -0.116
C -3.100589 3.067166 -0.705339 0.215 0.235 -0.232 -0.155
H -3.899756 2.721709 -1.362739 -0.014 0.036 0.031 0.130
C -2.268546 4.128083 -1.435066 -0.386 -0.090 -0.055 -0.193
H -2.871662 5.013824 -1.642040 0.000 -0.077 -0.032 0.125
O -1.178466 4.564710 -0.658581 0.011 0.127 0.074 -0.128
C -0.345331 3.479850 -0.317172 0.110 -0.248 0.296 -0.188
C -1.127681 2.413803 0.447470 0.212 0.303 -0.062 -0.152
H -0.471945 1.582054 0.697349 0.010 0.056 0.070 0.072
H -1.511907 2.852484 1.383669 0.060 -0.069 -0.009 0.138
H 0.460466 3.884098 0.296796 -0.008 -0.066 -0.043 0.127
H 0.077656 3.030134 -1.227876 0.012 0.012 0.063 0.127
H -1.904291 3.702983 -2.382859 -0.069 0.034 0.062 0.128
H -3.539466 3.516852 0.200788 -0.044 -0.044 -0.051 0.132
H -4.784351 1.375765 0.320824 -0.064 0.118 0.005 0.105
H -5.695150 -0.856529 0.695145 -0.131 -0.023 0.035 0.119
```
Forces are in eV/Å.

=====

Q: Which value of energy relative to the best compared isomer or geometry (same formula, charge and spin) does entry 3 give?
A: 0.0 kcal per mole

=====

Q: Look up the energy relative to the best compared isomer or geometry (same formula, charge and spin) of the first one.
A: 27.2 kcal per mole